Arrangement one

Here is a 2-piece molecular cluster, C32H35N4 overall from OMol25. Energies are from the ωB97M-V functional and the def2-TZVPD basis.

```
71
Properties=species:S:1:pos:R:3
C 1.4145 -0.6755 3.1247
C 2.5219 0.0750 3.0834
N 3.4642 0.7816 3.0348
N 0.1502 -0.1371 3.0631
C -0.9642 -0.9558 3.0788
C -2.2188 -0.4303 3.0086
C -2.3893 0.9418 2.9247
C -1.2804 1.7720 2.9113
C -0.0314 1.2316 2.9782
H 1.5124 -1.7444 3.1897
H -0.8101 -2.0185 3.1403
H -3.0783 -1.0775 3.0139
H -3.3793 1.3619 2.8678
H -1.4017 2.8400 2.8467
H 0.8467 1.8545 2.9647
C 8.1191 -2.1352 4.2563
C 8.8176 -2.3784 5.5915
N 7.9312 -2.1024 6.7370
C 8.6027 -1.6223 7.9646
C 7.6253 -0.9578 8.9322
C 6.3717 -1.8245 9.1280
C 5.7388 -2.1746 7.8119
C 6.5493 -2.3154 6.6611
C 5.9394 -2.6759 5.4372
C 4.5757 -2.8298 5.3725
C 3.7392 -2.6062 6.4870
C 2.3355 -2.6827 6.3094
C 1.3096 -2.2819 7.2002
C -0.0113 -2.7207 6.9593
C -1.0352 -2.4796 7.8448
C -0.7866 -1.7343 9.0200
N -1.8014 -1.5196 9.9609
C -3.1908 -1.9428 9.7062
C -3.2564 -3.1980 8.8400
C -2.3998 -3.0453 7.5726
C -1.5698 -0.8242 11.2457
C -0.0939 -0.8201 11.6387
C 0.7882 -0.3848 10.4587
C 0.5085 -1.2049 9.2332
C 1.5145 -1.4637 8.3337
C 4.3764 -2.3340 7.7196
C 6.7652 -2.8600 4.1964
H 7.9636 -1.0579 4.1167
H 8.7632 -2.4497 3.4230
H 9.1499 -3.4176 5.6720
H 9.7178 -1.7621 5.6755
H 9.0963 -2.4782 8.4354
H 9.3973 -0.9255 7.6748
H 8.1084 -0.7349 9.8945
H 7.3278 0.0134 8.5151
H 6.6306 -2.7466 9.6629
H 5.6402 -1.3051 9.7607
H 4.1221 -3.1247 4.4410
H 2.0044 -3.1134 5.3768
H -0.2122 -3.2741 6.0580
H -3.6990 -2.1047 10.6622
H -3.7085 -1.1092 9.2221
H -2.9023 -4.0597 9.4204
H -4.2988 -3.4294 8.5787
H -2.9073 -2.3982 6.8475
H -2.2846 -4.0172 7.0761
H -1.9503 0.1976 11.1487
H -2.1772 -1.3106 12.0178
H 0.0799 -0.1853 12.5191
H 0.1888 -1.8366 11.9428
H 0.6207 0.6750 10.2312
H 1.8507 -0.4715 10.7212
H 2.4594 -0.9697 8.4676
H 3.7989 -2.3180 8.6248
H 6.1852 -2.5071 3.3339
H 6.9177 -3.9342 4.0351
```

E_LUMO   -4.093 eV
E_HOMO   -9.1309 eV
Net charge   +1



Arrangement two

Here is a 2-piece molecular cluster, C32H35N4 overall from OMol25. Energies are from the ωB97M-V functional and the def2-TZVPD basis.

```
71
Properties=species:S:1:pos:R:3
C 1.8537 2.9598 3.6153
C 0.3839 2.8847 3.1392
C -0.0862 1.4470 3.4085
N 0.9263 0.8477 4.3024
N 0.8536 -0.4404 4.7519
C 0.0471 -0.7752 5.6707
C 2.2097 1.5586 4.1346
H 2.5243 3.2699 2.8046
H 1.9592 3.7021 4.4162
H -0.2336 3.6004 3.6955
H 0.2946 3.1436 2.0773
H -1.0698 1.4075 3.8825
H -0.1321 0.8582 2.4877
H 0.0096 -1.7955 5.9949
H -0.5543 -0.0422 6.1726
H 2.8311 1.0073 3.4238
H 2.7412 1.5880 5.0890
C 4.4276 2.1009 -4.1869
N 3.7248 2.6334 -3.0133
C 3.0774 3.9133 -3.2159
C 1.9804 4.0098 -4.0748
C 1.3420 5.2133 -4.2693
C 1.7869 6.3462 -3.6153
C 2.8758 6.2709 -2.7665
C 3.5183 5.0674 -2.5647
C 3.1165 1.6565 -2.1422
C 3.5281 1.4681 -0.8142
C 2.9223 0.5342 -0.0174
C 1.8522 -0.2671 -0.4896
C 1.2568 -1.1849 0.4079
C 0.1679 -2.0776 0.2691
C -0.2005 -2.8658 1.3888
C -1.2534 -3.7393 1.3385
C -2.0067 -3.8929 0.1644
N -3.1396 -4.7840 0.0760
C -2.9962 -5.9195 -0.8432
C -4.4801 -4.2450 0.1755
C -5.0591 -3.6142 -0.9274
C -6.3246 -3.0799 -0.8479
C -7.0415 -3.1707 0.3299
C -6.4881 -3.8020 1.4287
C -5.2182 -4.3349 1.3577
C -1.6499 -3.1194 -0.9461
C -0.6066 -2.2446 -0.9001
C 1.4657 -0.0713 -1.8345
C 2.0739 0.8575 -2.6242
H 4.9092 1.1545 -3.9454
H 3.7189 1.9310 -4.9957
H 5.1823 2.8113 -4.5210
H 1.6391 3.1293 -4.5896
H 0.4991 5.2718 -4.9380
H 1.2838 7.2886 -3.7675
H 3.2292 7.1585 -2.2667
H 4.3741 5.0057 -1.9147
H 4.3401 2.0667 -0.4377
H 3.2662 0.3991 0.9946
H 1.7098 -1.1984 1.3844
H 0.3579 -2.7607 2.3044
H -1.5201 -4.3266 2.2007
H -3.9031 -6.5231 -0.8351
H -2.8265 -5.5570 -1.8556
H -2.1502 -6.5378 -0.5482
H -4.5050 -3.5560 -1.8475
H -6.7572 -2.5949 -1.7073
H -8.0327 -2.7490 0.3912
H -7.0545 -3.8847 2.3423
H -4.7873 -4.8387 2.2059
H -2.2222 -3.2142 -1.8508
H -0.4107 -1.6828 -1.7848
H 0.6984 -0.6580 -2.2859
H 1.7511 0.9855 -3.6414
```

E_LUMO   -5.463 eV
E_HOMO   -9.7168 eV
Net charge   +1



Sorted by energy, starting with the most stable: arrangement one, arrangement two.



Arrangement one

Here is one molecule with the formula FHN2O3 from OMol25. Energies are from the ωB97M-V functional and the def2-TZVPD basis.

```
7
Properties=species:S:1:pos:R:3
N 0.0674 0.4029 -0.4569
N 0.6042 -0.9447 -0.0141
O -0.2300 -1.7509 0.0523
O 1.7774 -0.9275 0.1613
O -1.4742 0.5056 -0.0573
F 0.7623 1.3163 0.1721
H -1.5070 1.3983 0.1426
```

E_LUMO   -0.245 eV
Structure (SMILES)   O=[N+]([O-])N(O)F
E_HOMO   -11.0523 eV
Net charge   0



Arrangement two

Here is FHN2O3 as an isolated structure from OMol25. Energies are from the ωB97M-V functional and the def2-TZVPD basis.

```
7
Properties=species:S:1:pos:R:3
N 0.3618 -0.0310 0.6640
N 0.3808 -0.4403 -0.8866
O 0.4599 -1.6047 -1.1155
O 0.2797 0.4978 -1.6178
O -0.0163 1.1177 0.8494
F -1.5899 1.2759 0.9324
H 0.1240 -0.8154 1.1741
```

E_LUMO (spin up / spin down)   -1.253 / -1.255 eV
E_HOMO (spin up / spin down)   -11.6479 / -11.6489 eV
Net charge   0



Arrangement three

Here is a 2-piece molecular cluster, FHN2O3 overall from OMol25. Energies are from the ωB97M-V functional and the def2-TZVPD basis.

```
7
Properties=species:S:1:pos:R:3
N 2.3589 0.9235 -0.2661
N -1.4468 -0.5710 0.1032
O -1.6222 0.5518 -0.0618
O -1.2539 -1.4551 -0.5767
O 1.9026 -0.1738 -0.4148
F -1.4738 -0.9404 1.5470
H 1.5351 1.6650 -0.3308
```

E_LUMO   -0.486 eV
Structure (SMILES)   O=[N+]([O-])F.N=O
E_HOMO   -9.8422 eV
Net charge   0



Sorted by energy, starting with the most stable: arrangement three, arrangement one, arrangement two.



Arrangement one

Here is an isolated ion of composition C4H11N2S and charge -1 from OMol25. Energies are from the ωB97M-V functional and the def2-TZVPD basis.

```
18
Properties=species:S:1:pos:R:3
C 1.1959 -0.2787 -1.8586
C 0.7055 -0.2620 -0.4249
C 0.2730 -1.6925 0.1134
S 1.4822 -2.9801 -0.2342
N -0.4744 0.6775 -0.2217
C -0.9507 0.7437 1.1319
N -1.4139 2.0026 1.7344
H 2.2030 -0.6668 -1.7955
H 0.5455 -0.9504 -2.4414
H 1.2570 0.8271 -2.0276
H 1.5323 0.1098 0.1608
H -0.6013 -1.8509 -0.5186
H 0.0504 -1.5908 1.1668
H -1.1874 0.3592 -0.8703
H -0.0692 0.5075 1.7262
H -1.6170 -0.0673 1.4552
H -0.7168 2.7370 1.6738
H -2.2141 2.3752 1.2303
```

E_LUMO   3.700 eV
Structure (SMILES)   C[C@H](C[S-])NCN
E_HOMO   -2.3549 eV
Net charge   -1



Arrangement two

Here is an isolated ion of composition C4H11N2S and charge -1 from OMol25. Energies are from the ωB97M-V functional and the def2-TZVPD basis.

```
18
Properties=species:S:1:pos:R:3
N -1.4823 0.9592 0.1308
C -0.0678 0.9557 -0.2328
C 0.1701 1.6055 -1.6407
S -0.8620 3.0852 -1.9770
C 0.5978 -0.3936 -0.0611
N 0.3206 -0.8728 1.2905
C 0.5113 -2.3266 1.4579
H -1.7953 1.8446 0.4568
H -1.9752 0.7856 -0.7414
H 0.3690 1.7437 0.4124
H 1.2425 1.7840 -1.8003
H 0.0643 0.8085 -2.4125
H 1.6910 -0.3225 -0.0831
H 0.1828 -1.0539 -0.8477
H -0.6512 -0.6365 1.4694
H -0.2662 -2.7681 0.8144
H 0.3844 -2.6651 2.4808
H 1.5662 -2.5330 1.2838
```

E_LUMO   3.582 eV
Structure (SMILES)   CNC[C@H](N)C[S-]
E_HOMO   -2.4753 eV
Net charge   -1



Sorted by energy, starting with the most stable: arrangement two, arrangement one.



Arrangement one

Here is a 2-piece molecular cluster, C4H12N2O2 overall from OMol25. Energies are from the ωB97M-V functional and the def2-TZVPD basis.

```
20
Properties=species:S:1:pos:R:3
C 0.5754 -0.2014 1.6959
N 1.1906 -0.3779 0.3956
C 2.5444 -0.9149 0.3595
C 0.3526 -0.5911 -0.7528
C -0.4461 0.6936 -1.1284
N 0.2144 1.6394 -1.7957
O -1.6217 0.7606 -0.8484
H -0.3277 0.3849 1.5957
H 0.1916 -1.1846 1.9869
H 1.2565 0.3042 2.3748
H 3.0688 -0.5835 1.2397
H 3.0510 -0.5928 -0.5366
H 2.4180 -1.9988 0.3274
H -0.4373 -1.3051 -0.5619
H 0.9498 -0.9808 -1.5775
H -0.2760 2.4786 -2.0562
H 1.2024 1.5937 -1.9591
H -3.4666 -0.4976 1.5601
H -2.3980 -0.3021 0.4884
O -2.5437 -0.7092 1.3589
```

E_LUMO (spin up / spin down)   -3.064 / -7.291 eV
Multiplicity   2
E_HOMO (spin up / spin down)   -14.3274 / -14.3192 eV
Net charge   +1



Arrangement two

Here is a 2-piece molecular cluster, C4H12N2O2 overall from OMol25. Energies are from the ωB97M-V functional and the def2-TZVPD basis.

```
20
Properties=species:S:1:pos:R:3
O -0.0620 2.6607 -1.6124
C -0.2923 1.4598 -1.6632
N 0.6594 0.5034 -1.9054
C 0.3888 -0.9360 -1.7723
C 0.7295 -1.4720 -0.4060
C -0.2842 -0.8458 0.6062
N -0.0900 -1.4499 1.9049
H -1.3575 1.0698 -1.8860
H 1.7102 0.8213 -1.9343
H -0.5467 -1.3842 -2.1489
H 1.0488 -1.4119 -2.5330
H 1.7998 -1.5376 -0.1429
H 0.4692 -2.5422 -0.3794
H -1.3963 -0.8584 0.3531
H 0.0793 0.1158 0.7880
H 0.7271 -2.1743 2.0381
H -0.8826 -2.1555 1.9889
H -0.5475 1.2740 4.1852
H -0.3152 -0.1012 3.2401
O -0.9412 0.6236 3.5932
```

E_LUMO (spin up / spin down)   -3.252 / -9.451 eV
Multiplicity   2
E_HOMO (spin up / spin down)   -14.0027 / -13.7510 eV
Net charge   +1



Sorted by energy, starting with the most stable: arrangement one, arrangement two.